A structure of composition C48H43I2IrN2O2P2S2 at a distorted geometry. Source: the OMol25 dataset; level of theory: the ωB97M-V functional and the def2-TZVPD basis.

Geometry (Å):
Ir: -0.1234 0.2011 -0.6543
I: -7.3880 1.0757 2.2461
C: -5.5968 0.6341 1.2390
C: -5.5115 -0.5067 0.4499
C: -4.3395 -0.7404 -0.2134
I: -4.0622 -2.4210 -1.4304
C: -3.1960 0.1146 -0.1246
O: -2.1948 -0.1828 -0.8361
C: -3.3029 1.2440 0.7562
C: -2.1634 2.2128 0.9607
N: -0.8660 1.5711 1.1860
C: 0.1990 2.5014 1.5671
C: 1.5002 2.2902 0.8207
C: 2.6844 2.8167 1.3157
C: 3.8590 2.6683 0.5943
C: 3.8107 1.9889 -0.6175
C: 2.5978 1.5037 -1.0557
N: 1.4637 1.6432 -0.3537
C: -4.5036 1.4818 1.3894
H: -6.3421 -1.1874 0.3525
H: -2.4219 2.8593 1.8136
H: -2.0552 2.8326 0.0642
H: -0.9919 0.8546 1.9047
H: 0.4060 2.4398 2.6416
H: -0.1340 3.5235 1.3554
H: 2.6799 3.3536 2.2509
H: 4.7850 3.0898 0.9527
H: 4.6989 1.8601 -1.2139
H: 2.5065 0.9890 -2.0047
H: -4.6123 2.3533 2.0178
S: 0.7236 -1.6851 -2.1566
P: 1.4131 -2.2987 -0.3565
C: 0.5131 -1.3480 0.8119
P: -0.3607 -1.9643 2.2058
S: -2.2410 -1.2641 2.2368
C: 0.3226 -1.2497 3.7408
C: -0.3097 -1.5415 4.9463
C: -0.0056 -0.8087 6.0792
C: 0.9408 0.2043 6.0210
C: 1.5807 0.4837 4.8247
C: 1.2594 -0.2280 3.6808
C: -0.4949 -3.7738 2.3286
C: -1.3895 -4.3684 1.4438
C: -1.6069 -5.7312 1.4934
C: -0.9350 -6.5033 2.4287
C: -0.0385 -5.9095 3.3036
C: 0.1901 -4.5436 3.2591
C: 3.1763 -1.8262 -0.3098
C: 3.7587 -1.2600 0.8142
C: 5.0894 -0.8795 0.7811
C: 5.8356 -1.0692 -0.3711
C: 5.2586 -1.6501 -1.4907
C: 3.9296 -2.0307 -1.4621
C: 1.4265 -4.1082 -0.2695
C: 2.3097 -4.7434 0.5970
C: 2.3008 -6.1224 0.6832
C: 1.4146 -6.8601 -0.0872
C: 0.5372 -6.2225 -0.9493
C: 0.5340 -4.8419 -1.0409
H: -1.0676 -2.3128 4.9770
H: -0.5242 -1.0133 7.0038
H: 1.1693 0.7838 6.9042
H: 2.3202 1.2697 4.7766
H: 1.7087 0.0257 2.7291
H: -1.9242 -3.7541 0.7295
H: -2.3040 -6.1911 0.8089
H: -1.1190 -7.5669 2.4866
H: 0.4826 -6.5156 4.0303
H: 0.8815 -4.0770 3.9474
H: 3.1695 -1.1257 1.7103
H: 5.5497 -0.4401 1.6543
H: 6.8733 -0.7704 -0.3952
H: 5.8488 -1.8063 -2.3828
H: 3.4664 -2.4793 -2.3316
H: 3.0014 -4.1566 1.1873
H: 2.9925 -6.6212 1.3454
H: 1.4165 -7.9379 -0.0167
H: -0.1412 -6.8061 -1.5530
H: -0.1466 -4.3357 -1.7131
C: -2.8906 7.1720 -5.7080
C: -2.3143 6.0011 -4.9879
C: -3.0632 5.3053 -4.0508
C: -2.5598 4.1949 -3.3928
C: -3.4168 3.5002 -2.3833
C: -1.2571 3.7489 -3.6969
C: -0.6837 2.5687 -3.0785
O: -0.9692 2.1160 -1.9795
C: -0.4777 4.4651 -4.6340
C: 0.9451 4.0770 -4.8952
C: -1.0124 5.5796 -5.2483
H: -3.7715 7.5564 -5.2023
H: -3.1861 6.8718 -6.7126
H: -2.1582 7.9688 -5.8043
H: -4.0640 5.6422 -3.8228
H: -4.4734 3.6583 -2.5891
H: -3.2055 3.9095 -1.3942
H: -3.2171 2.4318 -2.3518
H: 0.0820 2.0652 -3.6876
H: 1.0064 3.1144 -5.4000
H: 1.5023 4.0034 -3.9632
H: 1.4276 4.8156 -5.5267
H: -0.4146 6.1436 -5.9489

total charge: +1
HOMO level (alpha / beta): -9.01 / -8.98 eV
E: -116832.4067 eV
max |F|: 0.087 hartree/bohr
Kohn-Sham gap (alpha / beta): 5.794 / 4.515 eV
<S²>: 0.767
multiplicity: 2

---

A structure of composition C48H44GaN4O5S3Te at a distorted geometry. Source: the OMol25 dataset; level of theory: the ωB97M-V functional and the def2-TZVPD basis.

Geometry (Å):
Ga: -19.5287 -11.0232 0.5168
C: -19.4040 -4.5942 5.9790
C: -18.9726 -5.5044 4.8682
C: -17.7110 -5.3619 4.2384
C: -17.2566 -6.3097 3.2909
C: -18.0484 -7.4680 3.1317
C: -19.3242 -7.5889 3.6993
C: -19.7864 -6.5879 4.5605
S: -17.6049 -8.7507 2.0480
O: -16.4594 -8.2221 1.3434
O: -17.4990 -10.0259 2.6927
N: -18.8861 -9.0697 0.9891
C: -19.3251 -8.1891 0.0078
C: -18.8718 -6.8681 -0.1490
C: -19.4120 -6.0791 -1.1730
C: -20.3576 -6.6091 -2.0881
C: -20.7946 -7.9357 -1.9772
C: -21.6372 -8.5545 -2.9219
C: -21.7827 -9.9561 -2.8783
C: -21.1891 -10.6597 -1.8523
N: -20.5580 -10.0364 -0.8437
C: -20.3158 -8.6887 -0.8588
H: -20.3904 -4.1285 5.7587
H: -18.6449 -3.8326 6.2044
H: -19.5942 -5.2302 6.9145
H: -17.0887 -4.5093 4.4722
H: -16.2520 -6.2414 2.8919
H: -20.0015 -8.4413 3.4860
H: -20.7211 -6.7196 5.1066
H: -18.1248 -6.4506 0.5424
H: -19.1326 -5.0359 -1.2850
H: -20.6215 -6.0739 -3.0055
H: -22.0248 -7.9888 -3.7587
H: -22.4284 -10.4658 -3.5819
H: -21.2048 -11.7585 -1.8284
C: -28.2824 -6.2347 0.8470
C: -27.0135 -7.0077 0.8959
C: -26.7800 -8.0725 0.0202
C: -25.6177 -8.8403 0.0416
C: -25.3696 -9.8748 -1.0627
C: -24.7481 -8.6315 1.1174
Te: -23.4204 -10.1869 1.7352
N: -20.9336 -11.3787 1.7234
C: -21.0957 -11.2770 2.9874
O: -22.2699 -10.8002 3.4987
C: -20.1813 -11.6950 4.0693
C: -19.3764 -12.8044 3.9309
C: -18.8397 -13.3936 5.0906
C: -19.1188 -12.9142 6.3358
C: -19.8445 -11.7308 6.4323
C: -20.3673 -11.1159 5.3465
C: -24.6451 -12.0123 2.1365
C: -24.6306 -13.1356 1.2953
C: -23.8985 -13.1732 -0.0283
C: -25.2456 -14.3307 1.7244
C: -25.9776 -14.4497 2.8721
C: -26.7630 -15.6969 3.1186
C: -25.9652 -13.3050 3.7027
C: -25.3330 -12.1116 3.4038
C: -25.4398 -11.0302 4.4501
C: -24.9076 -7.5250 2.0078
C: -23.9354 -7.2044 3.1339
C: -26.0712 -6.7358 1.8880
H: -28.9640 -6.5869 0.0490
H: -28.1226 -5.1781 0.5645
H: -28.8299 -6.3185 1.8117
H: -27.5405 -8.3196 -0.7509
H: -26.0587 -9.7124 -1.9191
H: -25.5592 -10.8888 -0.7152
H: -24.3112 -9.8959 -1.4135
H: -19.3026 -13.2534 2.9520
H: -18.2324 -14.2778 4.9306
H: -18.8964 -13.4792 7.2385
H: -19.9664 -11.2479 7.3741
H: -21.1022 -10.3308 5.4900
H: -24.5735 -12.9590 -0.8917
H: -23.5874 -14.2334 -0.1705
H: -23.0450 -12.4605 -0.0713
H: -25.2093 -15.1892 1.0290
H: -26.2986 -16.5393 2.5990
H: -27.8031 -15.6062 2.7326
H: -26.7714 -15.9806 4.2183
H: -26.4390 -13.3357 4.6739
H: -26.0533 -11.4365 5.2737
H: -25.8994 -10.0955 4.0796
H: -24.4864 -10.7646 4.8865
H: -24.1497 -7.8372 4.0009
H: -24.0265 -6.1707 3.4866
H: -22.9077 -7.4245 2.8227
H: -26.2713 -5.9728 2.6624
O: -19.8866 -16.0796 -0.0882
S: -18.8388 -15.3634 0.5969
O: -18.7160 -15.5920 2.0018
N: -18.9691 -13.7372 0.2919
C: -17.9470 -13.2771 -0.3952
S: -17.5716 -11.5705 -0.5529
C: -16.9236 -14.2875 -0.7654
C: -15.7079 -14.1384 -1.4405
C: -14.8981 -15.2671 -1.5721
C: -15.2512 -16.4821 -0.9390
C: -16.4134 -16.5944 -0.2187
C: -17.2703 -15.5037 -0.1827
H: -15.3904 -13.1721 -1.8228
H: -14.0106 -15.2742 -2.2205
H: -14.5631 -17.3193 -0.9494
H: -16.6510 -17.4901 0.3048

HOMO level (alpha / beta): -7.30 / -7.33 eV
E: -158861.1902 eV
max |F|: 0.052 hartree/bohr
Kohn-Sham gap (alpha / beta): 6.434 / 6.456 eV
ΔE to the lowest compared entry with this formula, charge and spin: 0.00 kcal/mol
<S²>: 0.756
multiplicity: 2

---

> The highest max |F| belongs to which entry?

C48H43I2IrN2O2P2S2

---

> Look up the E of the second one.

-158861.1902 eV

---

> Which value of max |F| does entry 2 give?

0.052 hartree/bohr

---

> Look up the multiplicity of the first one.

2